Entry 1:
Formula: C57H76BrKNOP2Si
Source: the OMol25 dataset
Level of theory: wB97M-V/def2-TZVPD

Values from the calculation:
Total charge: -1
Gap between HOMO and LUMO in eV: 5.0
LUMO level in eV: 1.90

XYZ file:
```
140
C57H76BrKNOP2Si (wB97M-V/def2-TZVPD)
K -1.0009 0.2326 0.8871
C 0.9322 -2.9348 1.5456
Si 1.4096 -1.7497 0.0800
C 1.1635 -2.9164 -1.4488
C 0.4018 -4.0871 -1.2986
C 0.0148 -4.8754 -2.3742
C 0.3513 -4.4922 -3.6602
C 1.0805 -3.3250 -3.8584
C 1.5123 -2.5316 -2.7917
P 2.5660 -1.0146 -2.9665
C 3.8303 -1.3119 -4.3654
C 3.8209 -2.6296 -5.1435
C 4.9873 -2.7074 -6.1352
C 6.3360 -2.5299 -5.4455
C 6.3679 -1.1931 -4.7104
C 5.2115 -1.0970 -3.7168
C 1.4814 0.2384 -3.8376
C 2.2766 1.5538 -3.7689
C 1.6175 2.7096 -4.5224
C 1.2620 2.3418 -5.9845
C 1.6134 0.8897 -6.3156
C 1.0248 -0.0774 -5.2843
C 3.3077 -1.7681 0.4319
C 4.2080 -2.6795 -0.1320
C 5.5664 -2.6303 0.1462
C 6.0648 -1.6356 0.9769
C 5.1922 -0.7256 1.5584
C 3.8159 -0.7963 1.3220
P 2.5582 0.2899 2.1194
C 3.1995 0.5902 3.8697
C 3.2896 -0.7942 4.5403
C 3.4660 -0.6782 6.0557
C 4.6920 0.1710 6.3910
C 4.5721 1.5502 5.7445
C 4.4346 1.4266 4.2223
C 2.7712 1.8832 1.1708
C 1.9537 3.0312 1.8309
C 2.8063 4.2695 2.1059
C 3.4443 4.7928 0.8150
C 4.0657 3.6492 -0.0243
C 4.1750 2.3417 0.7682
H 1.5700 -3.8275 1.5740
H -0.1160 -3.2630 1.5097
H 1.0707 -2.4005 2.4892
H 0.1235 -4.4039 -0.2976
H -0.5494 -5.7888 -2.2124
H 0.0498 -5.0900 -4.5141
H 1.2927 -3.0404 -4.8781
H 3.6719 -0.4981 -5.0817
H 2.8982 -2.7296 -5.7150
H 3.8708 -3.4726 -4.4464
H 4.8687 -1.9175 -6.8870
H 4.9530 -3.6635 -6.6669
H 7.1454 -2.5844 -6.1792
H 6.4885 -3.3452 -4.7295
H 6.2953 -0.3801 -5.4437
H 7.3166 -1.0713 -4.1795
H 5.2244 -0.1257 -3.2165
H 5.3492 -1.8467 -2.9371
H 0.6100 0.3225 -3.1802
H 3.2841 1.3930 -4.1728
H 2.4017 1.8247 -2.7195
H 2.2868 3.5738 -4.5018
H 0.7177 3.0000 -3.9848
H 1.7750 3.0100 -6.6791
H 0.1900 2.4814 -6.1490
H 2.7004 0.7789 -6.3628
H 1.2303 0.6350 -7.3087
H 1.2896 -1.0976 -5.5665
H -0.0694 -0.0115 -5.3431
H 3.8257 -3.4476 -0.8020
H 6.2444 -3.3543 -0.2964
H 7.1294 -1.5674 1.1751
H 5.6011 0.0437 2.1970
H 2.3405 1.1047 4.3209
H 4.1357 -1.3434 4.1158
H 2.3892 -1.3691 4.3135
H 3.5586 -1.6733 6.5002
H 2.5740 -0.2084 6.4858
H 5.5877 -0.3278 6.0032
H 4.8096 0.2657 7.4741
H 5.4453 2.1616 5.9913
H 3.6903 2.0612 6.1475
H 5.3446 0.9598 3.8415
H 4.3598 2.4225 3.7829
H 2.2695 1.6000 0.2373
H 1.4867 2.6945 2.7597
H 1.1334 3.3229 1.1693
H 3.5871 4.0345 2.8335
H 2.1846 5.0474 2.5570
H 4.2026 5.5411 1.0593
H 2.6735 5.2996 0.2272
H 5.0507 3.9429 -0.3961
H 3.4415 3.4585 -0.9025
H 4.8147 2.4949 1.6437
H 4.6457 1.5764 0.1512
C -1.4152 1.9596 3.1786
C -2.5962 1.2084 2.9880
C -3.4674 1.9610 2.1769
C -2.8340 3.1822 1.8739
C -1.5631 3.1798 2.4891
H -0.5862 1.6789 3.8174
H -2.8256 0.2599 3.4591
H -4.4729 1.6818 1.8881
H -3.2757 4.0026 1.3207
H -0.8565 4.0007 2.4868
C -6.4897 0.7590 -5.4203
C -5.5796 0.1131 -4.4131
C -5.7367 0.3441 -3.0548
C -4.8795 -0.2048 -2.1101
C -5.1475 0.0579 -0.6528
C -3.8105 -1.0147 -2.5540
C -2.7745 -1.4893 -1.6325
O -2.6034 -1.0716 -0.5128
C -3.6970 -1.3379 -3.9207
C -2.6393 -2.2844 -4.4360
C -4.5717 -0.7565 -4.8243
H -7.0309 1.5976 -4.9815
H -7.2255 0.0413 -5.7926
H -5.9243 1.1231 -6.2796
H -6.5488 0.9819 -2.7177
H -6.1396 0.4942 -0.5271
H -4.4110 0.7388 -0.2251
H -5.0809 -0.8576 -0.0659
H -2.0930 -2.2652 -2.0203
H -1.6336 -1.8788 -4.3156
H -2.8009 -2.4785 -5.4960
H -2.6680 -3.2398 -3.9091
H -4.4689 -0.9854 -5.8812
Br -2.8167 5.8148 -4.4328
C -2.3389 4.3268 -3.3524
C -2.0727 4.5049 -2.0089
C -1.7025 3.3852 -1.2738
N -1.5977 2.1647 -1.8011
C -1.8671 2.0250 -3.0975
C -2.2492 3.0731 -3.9221
H -2.1516 5.4743 -1.5381
H -1.4988 3.4700 -0.2114
H -1.7759 1.0233 -3.5072
H -2.4605 2.9151 -4.9707
```

---

Entry 2:
Formula: C6H8N2O
Source: the OMol25 dataset
Level of theory: wB97M-V/def2-TZVPD

Values from the calculation:
Total charge: 0
Gap between HOMO and LUMO in eV: 8.6
LUMO level in eV: 0.32

XYZ file:
```
17
C6H8N2O (wB97M-V/def2-TZVPD)
C 1.6145 1.1805 0.3003
C 1.6170 -1.2683 -0.0482
C 0.1995 -0.8244 -0.2315
C 0.2989 0.5271 -0.2648
C -0.9927 1.3505 -0.2277
C -2.2869 -0.6364 0.2195
H 2.1788 2.2277 -0.3654
H 1.5482 1.5381 1.3638
H 1.7943 -1.9057 -0.9801
H 1.7333 -2.0073 0.7623
H -0.9714 2.3605 0.3492
H -1.3984 1.6415 -1.2114
H -3.2251 -1.0790 0.8347
H -1.1290 -2.2782 -0.7858
N -2.3049 0.5924 0.0379
N -1.0842 -1.3174 0.1721
O 2.4079 -0.1014 0.0751
```

---

Entry 3:
Formula: C4H2CuO2
Source: the OMol25 dataset
Level of theory: wB97M-V/def2-TZVPD

Values from the calculation:
Total charge: +1
Gap between HOMO and LUMO (spin up / spin down) in eV: 5.6 / 5.6
LUMO level (spin up / spin down) in eV: -7.00 / -7.00

XYZ file:
```
9
C4H2CuO2 (wB97M-V/def2-TZVPD)
C 2.3888 -0.9252 0.0357
C 2.0575 0.4033 -0.4592
O 2.9427 1.1831 -0.1758
H 2.6214 -1.6984 -0.7024
H 2.7176 -1.1159 1.0612
C 0.8536 -0.2102 -0.0219
C -0.4238 -0.1843 0.0611
O -1.5903 -0.0877 0.1493
Cu -4.0034 -0.3414 -0.3937
```

---

Energy relative to the best compared isomer or geometry (same formula, charge and spin) values (in kcal per mole) by entry order: 10.9; 144.9; 0.0.
Calculated total energy values (in a.u.) by entry order: -6493.804132; -417.952395; -1944.078788.